No. 1
C2H10N3PS | the ωB97M-V functional and the def2-TZVPD basis

The geometry in XYZ format:
```
17
Properties=species:S:1:pos:R:3:forces:R:3
S -2.348685 0.531920 -0.995244 0.7 -0.2 1.0
P -1.054545 0.271739 0.456191 4.0 1.0 -0.7
N 0.721905 1.472047 0.389283 -3.9 -2.5 0.9
N -0.347037 -1.312795 0.554874 -3.5 1.9 -3.2
N -1.582513 0.700043 1.978715 -2.0 0.5 -1.3
C -0.181832 -2.065282 -0.712798 -0.6 -0.6 -1.1
C 1.414970 1.467151 -0.894194 1.8 0.1 1.1
H -0.087287 -3.070408 -0.311094 -0.6 -0.6 -0.6
H 0.800561 -1.993782 -1.328601 -1.6 0.9 1.0
H 0.472819 -1.378963 1.015892 3.2 0.3 2.3
H -1.139035 -1.912258 -1.374896 2.1 -0.5 1.2
H 0.375426 2.388116 0.738360 0.4 -0.7 -0.8
H -1.406588 0.187414 2.814799 0.5 -0.5 0.3
H -2.612170 0.802070 1.835035 1.0 0.1 0.6
H 0.929313 2.027639 -1.698205 0.0 -0.4 -0.1
H 1.737351 0.397675 -1.198393 -0.7 1.8 0.4
H 2.363026 2.029106 -0.569926 -0.9 -0.8 -1.2
```
Positions in Å, forces in eV/Å.

Properties
- LUMO level: 0.813 eV
- Relative energy (zero: lowest compared OMol25 entry of this formula, charge and spin): 35.4 kcal per mole
- DFT total energy: -26830.2085 eV
- F_max: 5.09 eV/Å
- Total charge: 0
- HOMO energy: -8.462 eV
- SMILES: CNP(N)(=S)NC

No. 2
C13H5Cl2F4O4S | the ωB97M-V functional and the def2-TZVPD basis

The geometry in XYZ format:
```
29
Properties=species:S:1:pos:R:3:forces:R:3
Cl -1.054433 0.842046 -0.645114 -0.2 0.9 0.2
Cl 2.028230 -7.145714 0.442513 0.0 -0.3 0.1
S 1.338821 -0.979095 -0.566033 -3.4 1.5 -0.6
F -3.087152 2.945850 2.345512 0.1 0.5 -0.9
F -0.411496 3.104065 2.434911 -0.3 0.7 -1.1
F -3.104845 5.496430 -1.755189 0.1 -0.5 0.8
F -0.428828 5.651196 -1.671185 -0.1 -0.5 0.9
O -4.379196 4.143272 0.252500 -0.2 0.1 0.0
O 1.795670 -0.321678 0.713899 0.4 -0.8 -2.9
O 0.863347 4.470764 0.431410 -0.1 0.1 0.0
O 1.896894 -0.750259 -1.950547 0.7 -0.2 3.0
C -0.424861 -0.736369 -0.736676 2.5 -1.4 0.8
C -2.432712 4.917078 -0.749591 1.5 0.7 -1.0
C 1.536143 -3.610763 -1.325841 0.0 0.2 -0.3
C 1.808186 -5.450844 0.176504 -0.1 0.6 -0.2
C -1.081499 3.673576 1.421690 -1.2 -1.1 1.3
C 1.492634 -2.747860 -0.253683 -0.1 0.7 -0.2
C -1.091146 4.996211 -0.706140 -1.4 0.6 -1.2
C -3.172342 4.212191 0.290150 -1.5 -0.3 0.1
C -0.342240 4.383842 0.384772 2.0 -0.1 0.1
C 1.696002 -4.963056 -1.114091 0.0 -0.6 0.0
C -2.423052 3.593697 1.377202 1.3 -0.5 1.1
C 1.765859 -4.579718 1.251594 0.1 -0.4 0.2
C 1.605058 -3.227281 1.034950 0.0 0.2 0.2
H -1.081447 -1.554253 -0.925103 -0.1 -0.3 -0.1
H 1.471177 -3.204209 -2.322762 0.0 0.0 -0.1
H 1.750457 -5.652497 -1.938148 0.0 -0.1 -0.2
H 1.591941 -2.528772 1.856921 0.0 0.1 0.1
H 1.874829 -4.977849 2.245578 0.0 0.0 0.2
```
Positions in Å, forces in eV/Å.

Properties
- LUMO level: 0.130 eV
- Relative energy (zero: lowest compared OMol25 entry of this formula, charge and spin): 16.0 kcal per mole
- DFT total energy: -68499.0384 eV
- F_max: 3.75 eV/Å
- Total charge: -1
- HOMO energy: -2.626 eV

No. 3
C14H20N2O2S | the ωB97M-V functional and the def2-TZVPD basis

The geometry in XYZ format:
```
39
Properties=species:S:1:pos:R:3:forces:R:3
S 3.615545 1.379219 0.201848 0.0 -0.1 -0.2
O 3.971320 1.700321 1.552797 0.0 -0.2 0.2
O 3.558777 2.448606 -0.758363 0.0 -0.2 -0.2
N 2.153839 0.561460 0.269051 0.8 0.4 0.1
N -4.049005 -0.246251 0.216483 0.0 0.1 0.0
C -4.475105 1.061371 0.249619 0.0 0.4 0.0
C -2.282298 1.079045 -0.224914 -0.1 -0.4 0.0
C -2.712250 -0.264365 -0.071829 0.6 0.4 -0.1
C -0.069270 0.296600 -0.681663 0.2 0.0 0.0
C -3.425819 1.893685 -0.013947 -0.3 0.0 0.1
C -4.891031 -1.384583 0.446073 -0.2 -0.2 0.1
C -0.949607 1.348866 -0.528131 0.0 -0.2 0.0
C 1.381498 0.562539 -0.969899 -0.1 0.1 -0.5
C 4.717049 -1.061269 0.556788 0.2 -0.3 0.0
C 5.669474 -2.177371 0.139288 -0.2 0.2 0.1
C -0.510706 -1.023949 -0.520477 -0.1 0.0 0.0
C 4.722132 0.092218 -0.422714 -0.7 0.4 0.5
C -1.821663 -1.320983 -0.218651 0.0 -0.2 0.0
C -5.893270 1.399735 0.539165 0.1 -0.1 0.0
H 1.507241 1.526704 -1.477441 -0.1 -0.2 0.0
H -3.460005 2.964019 -0.054486 -0.1 0.2 0.0
H -2.133757 -2.348734 -0.103842 0.0 -0.1 0.0
H -6.189005 1.033257 1.522653 -0.1 0.0 0.1
H 4.349802 -0.179490 -1.405799 0.0 0.0 -0.2
H 0.202287 -1.826195 -0.638426 0.1 -0.1 0.0
H -5.339681 -1.340940 1.441979 0.0 -0.1 -0.1
H -6.022942 2.477754 0.517259 0.0 0.0 0.0
H 6.689764 -1.806558 0.078003 0.2 0.0 0.0
H 5.702128 0.552970 -0.516319 0.0 0.2 0.0
H -6.559197 0.953576 -0.200089 -0.1 0.0 0.0
H 4.999184 -0.672471 1.536208 0.0 -0.1 0.0
H 3.699154 -1.446196 0.634900 0.0 0.0 0.1
H -5.694236 -1.429657 -0.294350 0.1 -0.1 0.0
H -0.613018 2.368265 -0.647348 0.1 0.1 0.0
H 1.796964 -0.223799 -1.608210 -0.1 0.1 -0.1
H 5.390369 -2.575069 -0.833926 0.0 -0.1 -0.1
H 1.622115 0.908350 1.054405 0.0 0.1 0.3
H -4.298393 -2.292908 0.371515 0.0 0.0 0.0
H 5.641607 -2.987786 0.862793 0.0 -0.1 0.0
```
Positions in Å, forces in eV/Å.

Properties
- LUMO level: 0.689 eV
- Relative energy (zero: lowest compared OMol25 entry of this formula, charge and spin): 30.2 kcal per mole
- DFT total energy: -32753.2231 eV
- F_max: 0.97 eV/Å
- Total charge: 0
- HOMO energy: -7.956 eV
- SMILES: CCCS(=O)(=O)NCc1ccc2c(c1)cc(C)n2C

No. 4
C16H38F3Li3N2O5 | the ωB97M-V functional and the def2-TZVPD basis

The geometry in XYZ format:
```
67
Properties=species:S:1:pos:R:3:forces:R:3
F 13.686690 14.544840 1.754790 0.5 1.2 -1.0
F 14.516330 16.432250 0.673350 -0.9 -1.1 1.6
F 14.955280 14.523060 -0.076820 -0.2 -0.6 1.4
O 16.145180 14.046720 2.765560 -0.7 4.7 -2.2
O 20.043620 19.785360 -0.451250 -0.5 0.6 0.3
O 20.380240 21.577620 -2.682970 -0.3 -0.4 0.2
O 16.953820 15.934920 1.593090 -1.3 -1.0 2.6
O 17.583170 21.121230 -1.429660 0.5 -0.2 0.3
N 19.149080 18.416270 -3.523850 1.2 2.4 -1.6
N 23.263260 21.503110 -0.633170 0.0 -1.1 1.5
C 17.776500 16.973690 -2.105420 0.0 -0.8 -1.0
C 22.864990 20.790400 1.726980 0.1 0.3 0.0
C 19.015060 16.931180 1.399810 1.1 -0.6 0.0
C 18.153030 16.164280 2.431650 0.9 1.6 -1.7
C 20.582030 18.710280 -3.798960 0.7 0.7 -0.3
C 15.975410 15.062330 2.040050 2.1 -4.0 0.5
C 23.409030 20.173510 -1.297890 0.7 -0.7 -1.0
C 24.820410 19.758970 -1.880180 -0.6 1.9 1.1
C 21.345760 17.757070 -4.677010 0.2 -0.5 0.1
C 18.308790 19.536660 -5.633340 0.4 0.8 -0.5
C 18.395570 18.308420 -4.812690 -1.3 -0.7 1.3
C 19.077130 17.208740 -2.809170 0.9 -1.6 0.6
C 23.907310 22.590770 -1.269470 1.0 1.0 -2.9
C 23.241080 22.817950 -2.655330 0.4 0.4 1.4
C 14.701650 15.133260 1.119820 1.2 1.0 -1.2
C 23.848670 21.443910 0.706160 -1.2 -1.2 1.8
Li 18.683260 21.136530 0.332610 -0.3 -0.9 -1.0
Li 21.105490 21.417550 -0.852820 0.5 -0.7 -0.5
Li 19.165160 20.041340 -2.187870 -0.3 0.2 0.1
H 23.765410 23.599540 -3.205140 -0.2 -0.1 -0.1
H 18.052140 16.834130 3.285590 -1.2 -0.2 0.0
H 17.905580 19.264020 -6.608640 0.2 0.1 -0.1
H 17.640390 20.303690 -5.242180 0.1 0.0 0.3
H 19.308350 19.958440 -5.738610 -0.1 0.3 -0.5
H 23.377230 20.080060 2.375920 0.0 0.1 0.1
H 24.068140 22.444510 1.078630 0.1 -0.1 -0.3
H 18.680670 17.447600 -5.417520 0.7 -0.1 0.1
H 21.163500 18.730640 -2.877240 -0.5 0.2 0.5
H 25.434180 19.864410 -0.985610 0.4 -1.2 0.0
H 23.225830 19.352850 -0.604300 -0.3 0.4 0.6
H 19.415940 16.460610 -3.525840 -0.7 -1.0 0.1
H 22.210780 23.091550 -2.427890 0.0 0.3 -0.5
H 20.695050 21.521300 -3.606150 -0.4 0.4 0.5
H 18.701740 15.297620 2.800340 -0.6 -0.4 -0.5
H 19.256730 16.217530 0.612160 0.0 0.1 -0.2
H 21.430080 16.830980 -4.108370 -0.3 -0.6 -0.8
H 24.981170 22.464280 -1.407070 0.4 -0.8 -0.3
H 22.392680 21.552110 2.347320 0.2 0.1 0.2
H 22.598180 20.032290 -2.012510 0.1 0.3 -0.4
H 17.368030 18.060780 -4.546340 -0.1 -0.1 0.3
H 20.126030 18.833740 -0.245910 0.1 1.1 0.0
H 20.695090 19.694840 -4.252790 -0.3 0.1 0.1
H 24.763460 20.854140 0.764830 0.3 0.2 -0.4
H 17.450570 17.885460 -1.604880 -0.1 -0.2 0.2
H 18.649710 17.843010 0.927400 -1.0 -0.3 0.3
H 19.855060 17.110880 -2.051970 0.4 0.7 0.2
H 17.966210 16.127830 -1.444640 -0.6 0.2 0.3
H 23.998340 23.469410 -0.630880 -1.2 0.2 0.0
H 24.771060 18.786550 -2.370150 0.3 0.1 0.4
H 22.391740 18.034270 -4.808140 -0.1 0.5 0.0
H 19.971150 17.286850 1.783860 0.2 -0.4 0.6
H 17.068940 16.664530 -2.874750 -0.5 0.1 0.4
H 16.668140 21.252370 -1.745960 0.7 0.1 0.1
H 22.025290 20.256980 1.281490 0.2 -0.2 -0.4
H 25.348380 20.504740 -2.474460 -0.7 0.0 -0.8
H 23.218730 21.884510 -3.217730 0.2 0.1 -0.1
H 20.901820 17.714460 -5.671600 0.1 -0.7 0.1
```
Positions in Å, forces in eV/Å.

Properties
- LUMO level (spin up / spin down): -3.482 / -6.985 eV
- DFT total energy: -39188.0159 eV
- F_max: 5.21 eV/Å
- Total charge: +1
- HOMO energy (spin up / spin down): -12.233 / -11.999 eV
- 2S+1: 2